Formula: CH6N2O2
Source: OMol25
Level of theory: ωB97M-V/def2-TZVPD

Cartesian coordinates (Å):
C (2.17, 0.07, -0.11)
N (-2.21, 0.41, -0.29)
N (-1.25, -0.22, 0.50)
O (0.91, 0.54, 0.27)
O (-0.08, -0.44, -0.18)
H (2.86, 0.85, 0.23)
H (2.25, -0.05, -1.19)
H (2.42, -0.88, 0.39)
H (-2.74, 1.07, 0.27)
H (-2.82, -0.22, -0.81)
H (-1.52, -1.11, 0.92)

Results
ΔE to the lowest compared entry with this formula, charge and spin: 646.5 kJ/mol
HOMO level: -9.41 eV
strongest force on any atom: 1.28 eV/A
electronic energy: -301.4979 hartree
SMILES: COONN
E_LUMO: 0.0413 Ha

These are the Mulliken partial charges, in e, on atoms 1 to 6:
1 C -0.482
2 N -0.431
3 N -0.138
4 O -0.197
5 O -0.127
6 H 0.254